(1)
Here is one molecule with the formula C2HNOS at a distorted geometry from the OMol25 dataset. Energies are from wB97M-V/def2-TZVPD.

Geometry as XYZ:
```
6
Properties=species:S:1:pos:R:3
C 0.366 -0.325 -0.230
C 0.354 -0.502 1.218
H -1.039 0.900 -1.909
N 0.309 -0.186 2.431
O 0.984 -0.880 -1.079
S -0.974 0.994 -0.432
```

Values from the calculation:
- HOMO-LUMO gap: 9.635 eV
- E_LUMO: -1.12 eV
- E: -604.9263 hartree
- ΔE to the lowest compared entry with this formula, charge and spin: 38.0 kcal per mole
- SMILES string: N#CC(=O)S

Per-atom Mulliken charges, elementary charge units:
1. C 0.49
2. C 0.28
3. H 0.20
4. N -0.34
5. O -0.40
6. S -0.22

(2)
Here is CHBaF3NO4S2 as an isolated structure at a distorted geometry from the OMol25 dataset. Energies are from wB97M-V/def2-TZVPD.

Geometry as XYZ:
```
13
Properties=species:S:1:pos:R:3
N 0.085 -1.795 0.907
S -1.206 -2.003 -0.199
O -2.105 -0.618 -0.170
S 1.135 -0.675 0.617
O 0.790 0.258 -0.521
O 2.547 -1.068 0.645
C 0.988 0.438 2.105
F -0.262 0.849 2.248
F 1.350 -0.230 3.192
F 1.775 1.497 1.969
Ba -1.305 0.471 -1.997
O -1.860 1.595 -3.948
H -1.932 1.280 -4.847
```

Values from the calculation:
- Net charge: -1
- HOMO-LUMO gap: 6.215 eV
- E_LUMO: 2.44 eV
- E: -1515.9923 hartree
- ΔE to the lowest compared entry with this formula, charge and spin: 0.0 kcal per mole

These are the Mulliken partial charges, in e, on atoms 1 to 8:
1. N -0.46
2. S -0.03
3. O -0.83
4. S 0.97
5. O -0.73
6. O -0.64
7. C 0.67
8. F -0.23

(3)
Here is a 11-piece molecular cluster, C33H48O33 overall at a distorted geometry from the OMol25 dataset. Energies are from wB97M-V/def2-TZVPD.

Geometry as XYZ:
```
114
Properties=species:S:1:pos:R:3
C -12.024 -20.376 3.255
C -11.924 -19.473 2.032
O -13.253 -19.581 1.489
C -13.955 -20.537 2.114
O -15.142 -20.829 1.928
O -13.209 -21.163 2.988
H -12.188 -19.710 4.102
H -11.199 -21.069 3.421
H -11.288 -19.848 1.231
H -11.638 -18.499 2.429
C -13.734 -10.473 0.152
C -12.943 -11.720 0.307
O -13.244 -12.472 -0.755
C -13.610 -11.686 -1.732
O -13.857 -12.013 -2.911
O -13.745 -10.382 -1.249
H -13.264 -9.642 0.680
H -14.687 -10.502 0.681
H -13.312 -12.089 1.264
H -11.858 -11.618 0.337
C -9.225 -12.585 -6.714
C -9.279 -11.566 -5.567
O -9.538 -10.373 -6.233
C -9.386 -10.487 -7.532
O -9.444 -9.540 -8.270
O -9.198 -11.790 -7.871
H -10.102 -13.230 -6.766
H -8.326 -13.180 -6.558
H -8.336 -11.547 -5.021
H -10.070 -11.911 -4.901
C -6.936 -14.271 0.973
C -6.884 -12.946 0.180
O -7.562 -13.353 -0.996
C -8.196 -14.502 -0.837
O -8.782 -15.172 -1.745
O -7.991 -14.979 0.413
H -7.033 -14.096 2.044
H -5.954 -14.721 0.825
H -5.837 -12.740 -0.040
H -7.419 -12.167 0.723
C -2.398 -8.600 2.971
C -1.745 -9.844 2.501
O -2.449 -10.941 3.064
C -3.401 -10.462 3.873
O -4.270 -11.106 4.497
O -3.182 -9.176 4.007
H -2.991 -8.113 2.197
H -1.598 -7.926 3.277
H -0.762 -9.933 2.964
H -1.679 -9.756 1.416
C -15.079 -17.542 -3.055
C -13.828 -17.747 -3.814
O -13.903 -19.074 -4.287
C -15.159 -19.466 -4.210
O -15.607 -20.489 -4.697
O -15.899 -18.581 -3.562
H -15.556 -16.608 -3.352
H -15.081 -17.490 -1.966
H -12.949 -17.577 -3.192
H -13.889 -17.033 -4.636
C -3.004 -12.862 -5.959
C -3.289 -14.264 -5.991
O -3.591 -14.610 -4.698
C -2.954 -13.827 -3.841
O -2.843 -13.833 -2.620
O -2.522 -12.824 -4.657
H -3.855 -12.218 -6.179
H -2.243 -12.609 -6.697
H -2.405 -14.825 -6.292
H -4.051 -14.511 -6.730
C -9.420 -15.730 8.424
C -9.299 -14.542 7.495
O -9.356 -15.192 6.259
C -8.937 -16.486 6.380
O -8.359 -17.142 5.541
O -8.885 -16.807 7.661
H -10.454 -15.875 8.736
H -8.757 -15.648 9.286
H -8.352 -14.066 7.751
H -10.116 -13.828 7.594
C -8.716 -8.723 4.366
C -9.865 -7.839 4.864
O -10.923 -8.650 5.211
C -10.722 -9.920 4.788
O -11.492 -10.853 4.871
O -9.473 -9.966 4.228
H -7.934 -8.899 5.104
H -8.394 -8.406 3.374
H -10.102 -7.141 4.061
H -9.619 -7.137 5.660
C -9.214 -5.971 -3.059
O -8.122 -6.911 -3.017
C -8.005 -7.767 -2.021
O -8.898 -7.927 -1.169
O -6.768 -8.362 -1.929
C -5.783 -8.188 -2.922
H -9.186 -5.643 -4.099
H -8.944 -5.142 -2.405
H -10.224 -6.348 -2.900
H -5.563 -7.138 -3.115
H -6.135 -8.663 -3.837
H -4.827 -8.613 -2.615
C -8.764 -17.097 -10.137
O -8.758 -17.286 -8.764
C -8.421 -18.402 -8.281
O -8.205 -19.459 -8.922
O -8.644 -18.284 -7.008
C -8.403 -19.336 -6.091
H -9.389 -17.739 -10.758
H -7.761 -17.221 -10.544
H -8.873 -16.023 -10.286
H -8.531 -19.012 -5.058
H -7.385 -19.719 -6.018
H -9.129 -20.111 -6.337
```

Values from the calculation:
- HOMO-LUMO gap: 10.017 eV
- E_LUMO: -0.30 eV
- E: -3769.0620 hartree
- ΔE to the lowest compared entry with this formula, charge and spin: 137.4 kcal per mole
- SMILES string: COC(=O)OC.COC(=O)OC.O=C1OCCO1.O=C1OCCO1.O=C1OCCO1.O=C1OCCO1.O=C1OCCO1.O=C1OCCO1.O=C1OCCO1.O=C1OCCO1.O=C1OCCO1

These are the Mulliken partial charges, in e, on atoms 1 to 8:
1. C -0.30
2. C -0.27
3. O -0.30
4. C 0.70
5. O -0.58
6. O -0.33
7. H 0.25
8. H 0.28

(4)
Here is one molecule with the formula C4H8O2 from the OMol25 dataset. Energies are from wB97M-V/def2-TZVPD.

Geometry as XYZ:
```
14
Properties=species:S:1:pos:R:3
C -0.480 1.259 -1.502
O 0.625 0.730 -0.780
C 0.459 -0.433 0.054
C 1.015 -0.304 1.508
C -0.949 -1.010 0.165
O -1.192 -1.804 1.043
H -0.104 2.043 -2.176
H -1.000 0.529 -2.138
H -1.210 1.725 -0.831
H 1.076 -1.190 -0.444
H 2.080 -0.083 1.464
H 0.508 0.480 2.078
H 0.909 -1.221 2.118
H -1.737 -0.721 -0.560
```

Values from the calculation:
- HOMO-LUMO gap: 10.670 eV
- E_LUMO: 0.81 eV
- E: -307.6376 hartree
- ΔE to the lowest compared entry with this formula, charge and spin: 47.0 kcal per mole
- SMILES string: CO[C@@H](C)C=O

These are the Mulliken partial charges, in e, on atoms 1 to 8:
1. C -0.72
2. O -0.37
3. C 0.43
4. C -1.21
5. C -0.04
6. O -0.46
7. H 0.23
8. H 0.29

(5)
Here is a 2-piece molecular cluster, C5H14 overall at a distorted geometry from the OMol25 dataset. Energies are from wB97M-V/def2-TZVPD.

Geometry as XYZ:
```
19
Properties=species:S:1:pos:R:3
C -0.391 2.155 2.210
C -1.001 0.749 2.229
H -0.806 2.804 1.441
H -0.546 2.622 3.184
H 0.689 2.117 2.058
H -1.488 0.501 1.280
H -1.680 0.546 3.054
H -0.223 -0.016 2.274
C 0.175 -0.656 -1.452
C 0.527 -0.736 -2.931
C 0.777 -1.692 -0.482
H -0.904 -0.777 -1.301
H 0.346 0.353 -1.067
H 0.134 -1.648 -3.376
H 0.142 0.153 -3.410
H 1.860 -1.779 -0.578
H 0.243 -2.634 -0.597
H 1.612 -0.720 -3.062
H 0.536 -1.344 0.525
```

Values from the calculation:
- HOMO-LUMO gap: 12.441 eV
- E_LUMO: 1.13 eV
- E: -198.8790 hartree
- ΔE to the lowest compared entry with this formula, charge and spin: 6.4 kcal per mole
- SMILES string: CCC.CC

These are the Mulliken partial charges, in e, on atoms 1 to 8:
1. C -0.90
2. C -0.66
3. H 0.27
4. H 0.33
5. H 0.26
6. H 0.19
7. H 0.35
8. H 0.16

(6)
Here is C3H9N2PS as an isolated structure at a distorted geometry from the OMol25 dataset. Energies are from wB97M-V/def2-TZVPD.

Geometry as XYZ:
```
16
Properties=species:S:1:pos:R:3
C 1.161 -2.735 0.702
C -1.855 2.069 -1.302
C 0.581 -1.427 1.110
N -0.285 -0.694 0.571
N -0.703 2.054 -0.664
P -0.392 1.658 0.765
S 1.717 1.922 0.751
H 0.403 -3.384 0.078
H 2.056 -2.619 0.057
H 1.542 -3.299 1.584
H -1.909 1.394 -2.305
H -2.784 1.687 -0.767
H -2.088 2.994 -1.860
H 2.248 2.280 -0.509
H 1.224 -0.969 1.911
H -0.917 -0.932 -0.123
```

Values from the calculation:
- HOMO-LUMO gap: 8.548 eV
- E_LUMO: 0.67 eV
- E: -968.6661 hartree
- ΔE to the lowest compared entry with this formula, charge and spin: 73.1 kcal per mole

These are the Mulliken partial charges, in e, on atoms 1 to 8:
1. C -0.97
2. C -0.78
3. C 0.28
4. N -0.43
5. N -0.11
6. P 0.16
7. S -0.38
8. H 0.27